Entry 1:
This record from the OMol25 dataset describes one molecule with the formula CH2N2P2 at a distorted geometry. The level of theory is wB97M-V/def2-TZVPD.

The LUMO energy (alpha / beta) comes out at -0.0616 / -0.0548 Ha. As for the net charge: 0. The calculation puts the relative energy (zero: lowest compared OMol25 entry of this formula, charge and spin) at 394.7 kJ/mol.

Each line ends with the Löwdin charge.
Cartesian coordinates (Å):
P: -1.0324 1.4353 0.0399  0.812
P: 1.9692 -0.6130 -0.0104  0.606
N: 2.0345 0.8133 -0.4713  -0.464
N: -0.8932 -0.1727 0.1945  -0.458
C: 0.0731 -0.9278 0.4007  -0.490
H: -0.1738 -1.8989 1.0260  0.095
H: -1.9775 1.3638 -1.1794  -0.102


Entry 2:
This record from the OMol25 dataset describes a 2-piece molecular cluster, C8H6BrFO2S overall at a distorted geometry. The level of theory is wB97M-V/def2-TZVPD.

The LUMO energy (alpha / beta) comes out at -0.0826 / -0.0825 Ha. As for the net charge: 0.

Each line ends with the Löwdin charge.
Cartesian coordinates (Å):
Br: 2.7442 2.0361 -0.3941  0.926
S: 4.0024 -1.2179 -0.2363  0.739
F: 3.8976 -1.3303 1.5040  -0.340
O: 5.2564 -0.4777 -0.4688  -0.402
O: 3.8191 -2.5803 -0.7160  -0.376
C: -2.3733 1.6128 0.5186  -0.073
C: -0.5774 0.1295 -0.1794  -0.205
C: 0.8193 -0.2616 -0.4516  -0.117
C: -3.2721 0.6399 0.3671  -0.092
C: -1.4982 -0.9522 -0.2236  -0.032
C: -2.7978 -0.6544 0.0404  -0.077
C: 1.9117 0.4972 -0.6213  -0.574
C: -0.9759 1.4364 0.1674  0.013
H: -0.3646 2.2897 0.2986  0.081
H: -4.2766 0.5553 0.6872  0.097
H: 1.1629 -1.2309 -0.3133  0.081
H: -2.6363 2.6572 0.6596  0.107
H: -1.1469 -1.8465 -0.7492  0.127
H: -3.6946 -1.3025 0.1109  0.117


Entry 3:
This record from the OMol25 dataset describes a 4-piece molecular cluster, C48H108FP3 overall at a distorted geometry. The level of theory is wB97M-V/def2-TZVPD.

The multiplicity is 2. The LUMO energy (alpha / beta) comes out at -0.2187 / -0.4584 Ha. As for the net charge: +3.

Each line ends with the Löwdin charge.
Cartesian coordinates (Å):
P: 6.3525 -6.3356 -1.2100  1.041
P: 7.0820 -9.2373 -9.2434  1.072
P: 8.5269 -11.8787 -3.2264  1.031
F: 7.8122 -8.7550 -4.3288  0.056
C: 4.7017 -7.6351 -9.4610  -0.216
C: 5.2950 -7.4057 -2.2775  -0.242
C: 8.4723 -3.9348 -3.8797  -0.262
C: 4.0148 -5.7061 -7.9793  -0.097
C: 9.0813 -6.4017 -0.2744  -0.229
C: 5.2760 -10.9035 -7.8450  -0.250
C: 8.8887 -10.5239 -12.7453  -0.226
C: 3.5334 -4.5127 1.2286  -0.209
C: 6.0187 -7.8522 -8.6852  -0.265
C: 9.6763 -8.5198 -8.1589  -0.238
C: 9.5852 -10.9461 -2.0395  -0.253
C: 3.4743 -7.6890 -4.2175  -0.204
C: 6.7380 -4.8523 -2.2736  -0.226
C: 5.8007 -12.4236 -3.6200  -0.250
C: 7.9018 -7.2490 -0.7704  -0.263
C: 4.3252 -6.6711 -3.3064  -0.165
C: 5.0400 -13.3935 -7.4374  -0.060
C: 10.6451 -12.9760 -6.7683  -0.254
C: 8.1436 -15.2607 -0.8199  -0.250
C: 7.4733 -16.3062 -1.7784  -0.062
C: 11.2861 -6.6322 0.9129  -0.093
C: 10.2804 -7.2678 0.0080  -0.284
C: 8.0809 -10.6604 -11.4533  -0.241
C: 7.6670 -2.8168 -4.5141  -0.096
C: 10.4426 -10.4812 -12.4474  -0.076
C: 11.0634 -11.4047 -2.0637  -0.213
C: 8.1729 -13.7740 -1.1182  -0.202
C: 11.6358 -11.8835 -7.1443  -0.066
C: 11.8621 -10.2973 -1.3073  -0.258
C: 10.0735 -12.9625 -5.3667  -0.274
C: 2.7264 -5.7141 1.8929  -0.080
C: 4.2628 -8.7916 -4.9665  -0.094
C: 8.5498 -6.3079 -6.9282  -0.075
C: 4.3490 -4.8196 -0.0440  -0.258
C: 13.3490 -10.4573 -0.9992  -0.088
C: 8.5465 -9.5262 -8.1677  -0.286
C: 6.2373 -10.8668 -9.0422  -0.263
C: 6.7820 -11.4914 -2.9539  -0.288
C: 4.3549 -12.0936 -8.0310  -0.239
C: 7.6724 -5.1745 -3.5062  -0.230
C: 3.8294 -14.0638 -3.2947  -0.082
C: 9.0239 -11.9398 -5.0127  -0.239
C: 9.4259 -6.9803 -8.0968  -0.175
C: 5.4700 -5.7960 0.2621  -0.275
C: 7.5925 -9.2048 -11.0529  -0.213
C: 8.7545 -13.5667 -2.5860  -0.258
C: 4.2420 -6.1695 -9.4117  -0.250
C: 4.5313 -12.7794 -2.7822  -0.216
H: 6.6855 -3.0851 -4.9051  0.069
H: 3.3016 -13.8541 -4.2250  0.071
H: 8.6669 -11.4430 -13.2877  0.114
H: 2.8532 -7.0759 -4.8704  0.099
H: 6.6849 -8.9416 -11.5962  0.090
H: 11.9629 -12.0464 -8.1712  0.087
H: 11.3228 -5.5430 0.9363  0.087
H: 11.4772 -11.6831 -3.0329  0.100
H: 3.0737 -14.3529 -2.5644  0.081
H: 10.7523 -7.5918 -0.9196  0.093
H: 3.3240 -5.9460 -9.9553  0.122
H: 8.6654 -5.9237 0.6125  0.122
H: 6.2488 -13.3633 -3.9429  0.097
H: 11.0595 -6.7966 1.9663  0.082
H: 9.1799 -15.5562 -0.6558  0.111
H: 4.9911 -5.5368 -9.8878  0.111
H: 9.2927 -4.1473 -4.5652  0.099
H: 7.2060 -13.2738 -1.1731  0.081
H: 5.0822 -6.6033 0.8833  0.100
H: 3.2243 -4.9598 -7.9015  0.088
H: 4.6707 -9.9972 -7.8632  0.081
H: 9.0027 -3.4884 -3.0386  0.113
H: 4.4061 -14.2673 -7.5882  0.084
H: 3.8588 -8.1419 -8.9912  0.107
H: 11.2582 -12.3327 -1.5261  0.114
H: 7.7048 -15.3482 0.1740  0.110
H: 11.0938 -10.9471 -7.0123  0.040
H: 3.4008 -12.0532 -7.5055  0.101
H: 10.9477 -10.2740 -13.3908  0.080
H: 4.6843 -3.8775 -0.4778  0.115
H: 3.9407 -11.9038 -2.5128  0.112
H: 11.7717 -9.3392 -1.8191  0.094
H: 14.0162 -10.3254 -1.8510  0.078
H: 10.6873 -9.7230 -11.7035  0.056
H: 11.0070 -14.0010 -6.8490  0.121
H: 6.6334 -15.8328 -2.2868  0.051
H: 6.8233 -11.4101 -1.8677  0.091
H: 2.7338 -3.8005 1.0249  0.110
H: 8.0422 -7.8238 -1.6858  0.057
H: 6.7038 -7.0046 -8.7047  0.074
H: 8.2552 -8.3877 -11.3379  0.100
H: 9.7143 -13.9786 -5.2040  0.118
H: 10.8959 -12.8792 -4.6562  0.097
H: 9.7524 -12.9958 -7.3934  0.102
H: 3.6557 -5.3181 -0.7215  0.096
H: 7.2255 -17.2283 -1.2526  0.087
H: 5.8103 -4.3400 -2.5290  0.093
H: 7.2048 -11.3000 -11.5597  0.104
H: 9.3761 -5.6677 -1.0245  0.116
H: 8.0781 -9.6371 -7.1898  0.067
H: 5.9355 -13.3443 -8.0569  0.057
H: 13.7706 -9.7035 -0.3343  0.076
H: 6.1660 -5.1717 0.8224  0.108
H: 7.1518 -4.2268 -1.4826  0.096
H: 3.7517 -9.4942 -5.6247  0.073
H: 4.8062 -8.0242 -10.4738  0.104
H: 6.5804 -10.4897 -3.3335  0.050
H: 7.0779 -5.5570 -4.3359  0.086
H: 5.4207 -11.8963 -4.4949  0.087
H: 4.9515 -13.1051 -1.8307  0.091
H: 8.7385 -11.1011 -10.7040  0.093
H: 6.0268 -8.0453 -2.7710  0.037
H: 4.9389 -6.1613 -4.0492  0.083
H: 4.7603 -9.3868 -4.2007  0.040
H: 5.1792 -13.3063 -6.3599  0.043
H: 7.4194 -2.0094 -3.8250  0.084
H: 8.5914 -9.5963 -13.2346  0.106
H: 3.6716 -5.9337 -2.8405  0.099
H: 6.8225 -11.7671 -9.2297  0.100
H: 9.5735 -9.9566 -2.4966  0.070
H: 10.7653 -11.4094 -11.9759  0.071
H: 5.8814 -7.9130 -7.6056  0.065
H: 8.2267 -16.4193 -2.5579  0.067
H: 8.8603 -13.3388 -0.3929  0.113
H: 7.6223 -7.9741 -0.0060  0.107
H: 10.2950 -8.8198 -7.3132  0.096
H: 4.9005 -5.4879 -7.3825  0.067
H: 4.4293 -14.9718 -3.3578  0.071
H: 3.9197 -12.1966 -9.0251  0.119
H: 12.2837 -7.0688 0.9611  0.081
H: 5.8043 -10.9174 -6.8916  0.095
H: 2.3422 -5.6000 2.9065  0.080
H: 8.8399 -6.8597 -9.0079  0.076
H: 2.6559 -8.1433 -3.6589  0.106
H: 8.1185 -14.0831 -3.3050  0.075
H: 7.8477 -7.0507 -6.5493  0.031
H: 13.5809 -11.4212 -0.5462  0.080
H: 10.4132 -6.5451 -8.2519  0.114
H: 5.0152 -8.3915 -5.6462  0.044
H: 11.3148 -10.2842 -0.3647  0.103
H: 3.3186 -6.6182 2.0345  0.045
H: 9.9588 -8.2420 0.3762  0.103
H: 3.5548 -6.6164 -7.5949  0.059
H: 8.1129 -2.5028 -5.4579  0.081
H: 8.1401 -5.3299 -7.1810  0.081
H: 8.2846 -6.0527 -3.3010  0.083
H: 9.2384 -10.9202 -5.3327  0.074
H: 10.2424 -8.8018 -9.0467  0.111
H: 1.9273 -6.0737 1.2447  0.072
H: 5.7646 -10.7968 -10.0218  0.087
H: 8.9178 -10.5266 -8.3904  0.085
H: 9.8095 -13.8406 -2.5908  0.104
H: 4.7870 -8.0657 -1.5744  0.100
H: 8.1391 -12.2444 -5.5717  0.093
H: 9.0126 -6.0922 -5.9652  0.045
H: 4.2319 -4.0660 1.9362  0.108
H: 12.4718 -11.8334 -6.4467  0.086
H: 9.0042 -10.9694 -1.1175  0.101